# 1
Density functional theory data (ωB97M-V/def2-TZVPD) for a cluster of 3 separate species, C5H17NO2 in total.

```
25
Properties=species:S:1:pos:R:3:nbo_charge:R:1
C -1.71296 -2.06247 -1.86595 -0.506
N -0.92834 -1.17838 -1.01677 -0.131
C -0.42917 -0.86555 2.72581 -0.655
C -0.06121 -0.74689 1.26684 -0.399
C -1.24861 -1.29716 0.35989 -0.095
C -2.59567 -0.64217 0.68481 -0.576
H -2.86095 -2.06367 -1.69057 0.286
H -1.51698 -3.17540 -1.69371 0.273
H -1.59686 -1.84304 -2.94278 0.263
H -1.04924 -0.15445 -1.24168 0.419
H -1.15747 -0.14806 3.11492 0.235
H 0.46608 -0.78767 3.51493 0.260
H -0.61519 -1.86334 2.97614 0.222
H 0.10328 0.37092 1.06677 0.218
H 0.90716 -1.23733 0.89453 0.243
H -1.28140 -2.38580 0.60666 0.225
H -3.30133 -0.97258 -0.16018 0.218
H -2.87723 -1.08947 1.64248 0.271
H -2.47685 0.39781 0.68351 0.228
H 4.07074 3.25334 1.27738 0.466
H 3.46147 2.27897 0.36403 0.455
O 4.20698 2.85174 0.47394 -0.920
H 2.68936 2.32658 -2.22219 0.485
H 1.89878 3.58402 -2.91812 0.485
O 1.78312 2.82867 -2.37184 -0.970
```

- total charge = +1
- multiplicity = 2
- energy above the lowest of the compared OMol25 structures with the same formula, charge and spin (kJ/mol) = 169.1
- strongest force on any atom (hartree/bohr) = 0.0780
- E (Ha) = -405.56052
- HOMO-LUMO gap (spin up / spin down) (eV) = 10.876 / 5.602

---

# 2
Density functional theory data (ωB97M-V/def2-TZVPD) for the molecule C4H9N3O.

```
17
Properties=species:S:1:pos:R:3:nbo_charge:R:1
C -0.45283 -0.28953 2.60009 -0.408
N -0.11058 -0.16752 1.19305 -0.014
C 0.65967 0.11831 -1.77689 0.442
N 0.13323 -1.16590 -1.72770 -0.972
C -0.54313 0.79129 0.40453 0.158
C -0.41604 0.88880 -1.00544 -0.657
O 0.70067 -1.17893 0.77728 -0.568
N 1.66488 0.52628 -2.43266 -0.698
H 0.46038 -1.39155 -0.28608 0.485
H -1.01288 -0.22132 -1.41766 0.410
H 0.54358 -1.80941 -2.40299 0.380
H 1.84671 1.51364 -2.27165 0.335
H -1.17098 1.51460 0.91115 0.210
H -0.70612 1.85109 -1.41420 0.245
H -1.05913 0.55922 2.91025 0.208
H -1.00436 -1.21781 2.75444 0.222
H 0.46693 -0.32126 3.18448 0.223
```

- total charge = 0
- energy above the lowest of the compared OMol25 structures with the same formula, charge and spin (kJ/mol) = 505.2
- strongest force on any atom (hartree/bohr) = 0.0203
- E (Ha) = -397.15821
- HOMO-LUMO gap (eV) = 8.795

---

# 3
Density functional theory data (ωB97M-V/def2-TZVPD) for a cluster of 10 separate species, C42H111N7O14 in total.

```
174
Properties=species:S:1:pos:R:3:lowdin_spin:R:1
C -3.17220 -3.64327 0.32159 0.002
C -2.53777 -4.20388 1.60016 0.005
C -0.95611 -4.15786 1.51966 0.004
O -0.31193 -5.03600 2.49079 0.026
C -0.46918 -6.42850 2.32378 0.016
N -2.98183 -3.34773 2.68781 0.004
H -4.15950 -3.24703 0.55891 0.000
H -3.26590 -4.35813 -0.49590 0.000
H -2.59601 -2.83429 -0.12747 0.000
H -2.86897 -5.20164 1.88807 0.001
H -0.64341 -3.11368 1.51862 0.001
H -0.60476 -4.51543 0.55178 0.001
H -1.50897 -6.70950 2.49106 0.001
H 0.18387 -6.84973 3.08810 0.004
H -0.10852 -6.76387 1.35138 0.003
H -2.34898 -3.63235 3.42169 0.007
H -2.59998 -2.43192 2.49914 0.004
C 5.09927 -2.26808 -0.58358 0.045
C 5.09296 -3.78045 -0.83059 0.017
C 3.76610 -4.20477 -1.55045 0.005
O 2.74661 -3.80675 -0.74315 0.002
C 2.40199 -4.67884 0.32786 0.016
N 6.22414 -4.14004 -1.66749 0.004
H 5.97049 -2.04757 0.03324 0.031
H 4.21003 -1.98866 -0.01853 0.007
H 5.13542 -1.71073 -1.51960 0.003
H 5.14517 -4.37897 0.07888 0.007
H 3.69477 -5.26804 -1.77946 0.002
H 3.66590 -3.54935 -2.41559 0.001
H 1.86948 -5.59387 0.06854 0.003
H 1.71869 -4.21854 1.04153 0.002
H 3.26738 -4.89602 0.95400 0.010
H 7.16860 -3.88906 -1.41237 0.005
H 6.16307 -3.62335 -2.53317 0.003
C 2.55473 5.18744 -1.22753 0.010
C 2.68502 4.48464 0.08657 0.022
C 1.31996 4.38329 0.89472 0.004
O 0.78639 5.67231 1.30940 0.004
C 1.70169 6.54988 2.01321 0.019
N 3.30739 3.12511 -0.07240 0.013
H 3.60547 5.35034 -1.46735 0.007
H 2.01344 6.12763 -1.12204 0.001
H 2.01107 4.76450 -2.07231 0.000
H 3.40397 5.07858 0.65088 0.014
H 1.55507 3.82482 1.80078 0.005
H 0.58193 3.78221 0.36359 0.001
H 2.13982 6.03863 2.87039 0.008
H 1.16477 7.45365 2.30132 0.002
H 2.59413 6.72733 1.41307 0.004
H 4.13900 3.20027 -0.64063 0.022
H 3.60859 2.73131 0.80755 0.032
C -1.20232 6.46768 -6.91227 0.000
O -0.52914 6.14508 -5.69380 0.000
C -0.31469 7.22195 -4.80797 0.001
C 0.42349 6.66810 -3.54784 0.002
N -0.07925 5.29779 -3.24004 0.000
C -1.06835 5.28512 -2.15393 0.000
C -1.33063 3.78285 -1.79839 0.001
O -2.19759 3.12366 -2.66242 0.000
C -2.27118 1.73851 -2.45118 0.001
H -0.93779 7.43934 -7.32941 0.000
H -2.19495 6.76784 -6.57660 0.000
H -1.11092 5.61019 -7.57894 0.000
H -1.32404 7.53102 -4.53633 0.000
H 0.05010 8.16936 -5.20477 0.000
H 0.19953 7.42350 -2.79465 0.001
H 1.49332 6.60021 -3.74521 0.001
H -0.44840 4.92104 -4.10137 0.000
H -1.88002 5.85783 -2.60259 0.000
H -0.59833 5.79758 -1.31455 0.000
H -1.81727 3.78600 -0.82306 0.001
H -0.36200 3.30545 -1.65026 0.000
H -1.50740 1.23036 -3.03985 0.000
H -3.25732 1.27690 -2.50172 0.000
H -2.10687 1.48047 -1.40499 0.000
C -0.09106 -3.16606 -4.94450 0.002
O 0.04849 -3.05892 -3.53022 0.001
C -0.55219 -1.90085 -2.93322 0.000
C -0.09860 -1.83585 -1.45379 0.000
N -0.56822 -0.61021 -0.78765 0.000
C -0.26962 -0.30605 0.56025 0.004
C 1.15618 0.17671 0.69483 0.003
O 1.51394 0.35961 2.03495 0.014
C 1.62248 -0.77878 2.82275 0.044
H -1.04360 -3.54655 -5.31329 0.000
H 0.47669 -4.05599 -5.21612 0.001
H 0.36291 -2.40459 -5.57866 0.001
H -1.63889 -1.88492 -3.01658 0.000
H -0.18925 -0.96804 -3.36476 0.000
H 0.99032 -1.85056 -1.50006 0.000
H -0.41212 -2.76518 -0.97823 0.000
H 0.00261 0.01455 -1.33895 0.000
H -0.47561 -1.23619 1.08988 0.001
H -0.95065 0.47598 0.89600 0.003
H 1.34927 1.08952 0.13127 0.001
H 1.71647 -0.63376 0.22866 0.002
H 2.22245 -1.55605 2.34948 0.017
H 0.60807 -1.09019 3.07196 0.008
H 2.06357 -0.62788 3.80803 0.013
C -0.48047 4.45570 12.62559 0.000
O -0.26364 3.64799 11.40651 0.001
C -0.09123 2.26712 11.82956 0.001
C 0.09645 1.32875 10.59585 0.001
N 1.49976 1.15616 10.20278 0.000
C 1.74727 0.02017 9.24259 0.010
C 1.06376 0.17357 7.88451 0.022
O 1.13505 1.54254 7.39068 0.003
C 0.38318 1.67718 6.18549 0.017
H -1.18856 5.23568 12.34573 0.000
H 0.46735 4.95029 12.83797 0.000
H -0.93127 3.93690 13.47160 0.000
H -0.98758 1.87355 12.30889 0.000
H 0.71141 2.14917 12.55753 0.000
H -0.60532 1.60654 9.80944 0.001
H -0.20657 0.35468 10.97989 0.001
H 1.78772 1.90659 9.59120 0.000
H 1.60351 -0.87162 9.85261 0.002
H 2.78385 0.07473 8.90999 0.002
H 0.00759 -0.08195 7.97009 0.005
H 1.38862 -0.52572 7.11409 0.016
H 0.61047 2.58819 5.63184 0.004
H -0.66712 1.77264 6.46090 0.004
H 0.46333 0.73885 5.63667 0.005
C -7.35857 -1.34771 -6.66873 0.000
O -6.48291 -1.39073 -5.53209 0.000
C -7.27162 -1.74748 -4.37455 0.000
C -6.56591 -1.80437 -3.07342 0.000
N -5.63407 -2.93443 -2.72000 0.000
C -4.80131 -3.34515 -3.81323 0.000
C -3.74705 -4.41336 -3.39574 0.000
O -3.06652 -4.96820 -4.49937 0.000
C -2.05245 -5.88012 -4.10947 0.004
H -7.80912 -0.35548 -6.69275 0.000
H -8.26932 -1.94020 -6.58159 0.000
H -6.83530 -1.65458 -7.57434 0.000
H -7.99237 -2.56432 -4.41160 0.000
H -8.04257 -0.97694 -4.38009 0.000
H -7.30327 -1.69614 -2.27800 0.000
H -5.94321 -0.93553 -2.86026 0.000
H -5.03560 -2.72538 -1.93371 0.000
H -4.27424 -2.50276 -4.26120 0.000
H -5.51591 -3.84783 -4.46496 0.000
H -4.14955 -5.23063 -2.79728 0.000
H -3.05490 -3.84648 -2.77310 0.000
H -2.15211 -6.73049 -3.43490 0.002
H -1.14096 -5.47529 -3.66971 0.001
H -1.87581 -6.31230 -5.09442 0.001
C -3.27578 -2.12912 -6.86605 0.000
C -2.26730 -2.71533 -7.84033 0.001
O -2.85028 -3.17047 -8.99895 0.000
H -3.77830 -1.21905 -7.19368 0.000
H -2.74017 -1.93542 -5.93669 0.000
H -4.04729 -2.87496 -6.67473 0.000
H -1.82968 -3.63909 -7.46186 0.000
H -1.47654 -2.01467 -8.10846 0.000
H -2.27791 -3.54718 -9.67132 0.000
C 3.85522 1.25644 5.92221 0.033
C 5.29989 0.77660 5.92902 0.084
O 6.04535 1.60462 5.07899 0.082
H 3.58605 1.24684 4.86601 0.009
H 3.68427 2.21977 6.40270 0.004
H 3.17460 0.50221 6.31717 0.005
H 5.24532 -0.18396 5.41671 0.038
H 5.65413 0.56342 6.93758 0.005
H 6.68375 1.17000 4.50878 0.041
C 3.96030 1.72440 -3.75485 0.015
C 3.66683 0.89882 -2.50253 0.015
O 2.28141 0.94602 -2.20138 0.002
H 4.99605 1.62641 -4.08002 0.006
H 3.73481 2.77530 -3.57360 0.002
H 3.24313 1.36185 -4.49127 0.001
H 4.22899 1.20700 -1.62100 0.011
H 3.96711 -0.13782 -2.65523 0.002
H 2.24911 1.60392 -1.50302 0.001
```

- total charge = -1
- multiplicity = 2
- energy above the lowest of the compared OMol25 structures with the same formula, charge and spin (kJ/mol) = 28.6
- strongest force on any atom (hartree/bohr) = 0.0666
- E (Ha) = -3102.94938
- HOMO-LUMO gap (spin up / spin down) (eV) = 1.345 / 8.527

---

What did the first record say?
Density functional theory data (ωB97M-V/def2-TZVPD) for a cluster of 3 separate species, C5H17NO2 in total.

```
25
Properties=species:S:1:pos:R:3:nbo_charge:R:1
C -1.71296 -2.06247 -1.86595 -0.506
N -0.92834 -1.17838 -1.01677 -0.131
C -0.42917 -0.86555 2.72581 -0.655
C -0.06121 -0.74689 1.26684 -0.399
C -1.24861 -1.29716 0.35989 -0.095
C -2.59567 -0.64217 0.68481 -0.576
H -2.86095 -2.06367 -1.69057 0.286
H -1.51698 -3.17540 -1.69371 0.273
H -1.59686 -1.84304 -2.94278 0.263
H -1.04924 -0.15445 -1.24168 0.419
H -1.15747 -0.14806 3.11492 0.235
H 0.46608 -0.78767 3.51493 0.260
H -0.61519 -1.86334 2.97614 0.222
H 0.10328 0.37092 1.06677 0.218
H 0.90716 -1.23733 0.89453 0.243
H -1.28140 -2.38580 0.60666 0.225
H -3.30133 -0.97258 -0.16018 0.218
H -2.87723 -1.08947 1.64248 0.271
H -2.47685 0.39781 0.68351 0.228
H 4.07074 3.25334 1.27738 0.466
H 3.46147 2.27897 0.36403 0.455
O 4.20698 2.85174 0.47394 -0.920
H 2.68936 2.32658 -2.22219 0.485
H 1.89878 3.58402 -2.91812 0.485
O 1.78312 2.82867 -2.37184 -0.970
```

- total charge = +1
- multiplicity = 2
- energy above the lowest of the compared OMol25 structures with the same formula, charge and spin (kJ/mol) = 169.1
- strongest force on any atom (hartree/bohr) = 0.0780
- E (Ha) = -405.56052
- HOMO-LUMO gap (spin up / spin down) (eV) = 10.876 / 5.602